(i)
{"formula": "C7H28O7", "method": "ωB97M-V with the def2-TZVPD basis set", "orbital_gap_ev": 10.52, "spin_multiplicity": 1, "smiles": "CO.CO.CO.CO.CO.CO.CO", "elements": ["C", "O", "H", "H", "H", "H", "C", "O", "H", "H", "H", "H", "C", "O", "H", "H", "H", "H", "C", "O", "H", "H", "H", "H", "C", "O", "H", "H", "H", "H", "C", "O", "H", "H", "H", "H", "C", "O", "H", "H", "H", "H"], "xyz": [[-4.3656, 2.7029, 3.5821], [-5.7349, 2.3444, 3.7067], [-4.1915, 3.7039, 3.9767], [-3.7517, 1.9642, 4.0975], [-3.9422, 2.7240, 2.5779], [-6.0508, 2.4818, 4.6028], [-0.2021, 5.9299, -3.5138], [0.0143, 6.0487, -2.1288], [-1.2180, 5.6489, -3.7912], [0.0663, 6.8656, -4.0043], [0.5039, 5.2009, -3.9116], [-0.7008, 6.5464, -1.7258], [1.2003, 0.0732, -0.8456], [1.2909, -1.3257, -0.9329], [0.6907, 0.4686, -1.7242], [0.7137, 0.3493, 0.0898], [2.1713, 0.5548, -0.9616], [0.4255, -1.7166, -0.7922], [1.7208, -8.2136, 1.4334], [0.4489, -7.8808, 1.9379], [2.1408, -7.3271, 0.9581], [2.4599, -8.5080, 2.1784], [1.7426, -8.9354, 0.6169], [0.0338, -8.6440, 2.3463], [4.8361, -2.7495, -5.5737], [4.5962, -3.7011, -4.5561], [5.2703, -3.2856, -6.4176], [3.9022, -2.2986, -5.9095], [5.5762, -2.0251, -5.2335], [4.1116, -3.2336, -3.8718], [2.1635, 6.6809, 3.6301], [2.4696, 5.5779, 2.8323], [2.6958, 6.7347, 4.5797], [2.4016, 7.5672, 3.0420], [1.0786, 6.7124, 3.7303], [1.9392, 5.5802, 2.0321], [-4.7278, -3.5854, 0.6424], [-3.4426, -3.9902, 0.1692], [-4.6315, -3.0841, 1.6055], [-5.2358, -2.8769, -0.0117], [-5.4120, -4.4194, 0.7988], [-3.0575, -4.6601, 0.7390]], "lowdin_charge": [-0.170, -0.122, 0.073, 0.072, 0.075, 0.073, -0.178, -0.121, 0.077, 0.072, 0.078, 0.073, -0.179, -0.122, 0.071, 0.079, 0.077, 0.075, -0.185, -0.111, 0.077, 0.073, 0.072, 0.073, -0.173, -0.124, 0.076, 0.076, 0.074, 0.071, -0.182, -0.122, 0.083, 0.071, 0.073, 0.077, -0.165, -0.124, 0.070, 0.077, 0.071, 0.072]}



(ii)
{"formula": "C7H28O7", "method": "ωB97M-V with the def2-TZVPD basis set", "orbital_gap_ev": 9.97, "spin_multiplicity": 1, "smiles": "CO.CO.CO.CO.CO.CO.CO", "elements": ["C", "O", "H", "H", "H", "H", "C", "O", "H", "H", "H", "H", "C", "O", "H", "H", "H", "H", "C", "O", "H", "H", "H", "H", "C", "O", "H", "H", "H", "H", "C", "O", "H", "H", "H", "H", "C", "O", "H", "H", "H", "H"], "xyz": [[2.4394, 3.4845, 1.6780], [3.4611, 3.8097, 2.5067], [1.6991, 4.2841, 1.6192], [1.9282, 2.5737, 1.7213], [2.9552, 3.2409, 0.5664], [3.9494, 2.8299, 2.8679], [-2.8414, -1.9910, 0.4148], [-2.5144, -1.4882, -0.8288], [-3.0561, -1.2151, 0.9446], [-1.9459, -2.5545, 1.0377], [-3.5306, -2.7467, 0.2918], [-3.2767, -1.6779, -1.5049], [2.3635, -2.9970, 2.5037], [1.0614, -2.9258, 1.9005], [2.9640, -3.3274, 1.7101], [2.4459, -3.6825, 3.3467], [2.5856, -1.8096, 2.7389], [1.0636, -3.2385, 1.1639], [0.8322, 0.0762, -0.6666], [-0.4079, 0.4201, -1.3274], [1.3005, 0.9785, -0.2027], [1.5034, -0.3677, -1.4074], [0.7049, -0.5933, 0.2429], [-1.0609, -0.2806, -1.2319], [-2.5012, 2.1541, 1.0080], [-3.7778, 2.5778, 1.1674], [-1.7385, 2.8610, 1.0802], [-2.0366, 2.0663, 0.0141], [-2.3255, 1.1917, 1.2759], [-4.0742, 3.0960, 1.8580], [-0.1037, -3.8192, -1.1021], [1.0911, -4.3790, -0.7700], [-0.2396, -3.9638, -2.0798], [-0.2741, -2.7230, -0.9470], [-1.0065, -4.5544, -0.7035], [1.6869, -4.0102, -1.5785], [0.0877, 3.3205, -3.4317], [0.6157, 2.9570, -2.1994], [-0.7708, 4.1309, -3.6403], [-0.2837, 2.4314, -4.0250], [0.8888, 3.6044, -4.1102], [0.1385, 2.2568, -1.9012]], "lowdin_charge": [-0.272, -0.175, 0.079, 0.022, 0.128, 0.217, -0.153, -0.154, 0.006, 0.144, 0.061, 0.165, -0.100, -0.063, 0.050, 0.071, 0.134, -0.146, -0.121, -0.150, 0.072, 0.078, 0.089, 0.030, -0.198, -0.037, 0.067, 0.078, 0.041, 0.049, -0.240, -0.134, 0.021, 0.073, 0.154, 0.178, -0.207, -0.078, 0.113, 0.083, 0.059, -0.035]}



Here is how they stack up, most stable first: (i), (ii).



(i)
{"formula": "C3H5NO3", "method": "ωB97M-V with the def2-TZVPD basis set", "orbital_gap_ev": 10.81, "spin_multiplicity": 1, "smiles": "N#C[C@H](O)C=O.O", "elements": ["N", "C", "C", "O", "C", "O", "H", "H", "H", "O", "H", "H"], "xyz": [[-2.4482, -1.6641, -0.2224], [-1.6896, -0.8252, -0.0299], [-0.7292, 0.2081, 0.3935], [-1.3416, 1.4779, 0.3102], [0.5381, 0.2924, -0.4415], [1.1928, 1.3206, -0.4016], [-0.3822, 0.1709, 1.4162], [-0.7157, 2.0538, -0.1034], [0.8121, -0.4852, -1.1930], [3.0300, -1.1356, 0.2983], [3.0348, -0.9921, -0.6229], [2.6239, -0.4538, 0.8724]], "lowdin_charge": [0.179, -0.133, -0.316, 0.006, -0.185, 0.066, 0.159, 0.071, 0.144, -0.044, 0.006, 0.047]}



(ii)
{"formula": "C3H5NO3", "method": "ωB97M-V with the def2-TZVPD basis set", "orbital_gap_ev": 10.94, "spin_multiplicity": 1, "smiles": "NC(=O)COC=O", "elements": ["N", "C", "O", "C", "O", "C", "O", "H", "H", "H", "H", "H"], "xyz": [[-1.0775, 1.0461, -0.5754], [-0.0528, 1.2385, 0.3149], [0.3123, 2.3291, 0.7049], [0.5939, 0.0076, 0.9433], [-0.0317, -1.2558, 0.6924], [0.1290, -1.7696, -0.5256], [0.6892, -1.2247, -1.4458], [-0.9297, 0.3555, -1.2966], [-1.4621, 1.9144, -0.9190], [1.6493, -0.0283, 0.6596], [0.5201, 0.1492, 2.0223], [-0.3401, -2.7620, -0.5751]], "lowdin_charge": [0.173, -0.506, 0.068, -0.075, -0.011, -0.347, 0.068, 0.083, 0.112, 0.142, 0.141, 0.151]}



(iii)
{"formula": "C3H5NO3", "method": "ωB97M-V with the def2-TZVPD basis set", "orbital_gap_ev": 10.87, "spin_multiplicity": 1, "smiles": "NC(=O)COC=O", "elements": ["N", "C", "O", "C", "O", "C", "O", "H", "H", "H", "H", "H"], "xyz": [[1.8123, 0.1629, 0.1727], [0.7446, -0.6621, 0.4108], [0.6075, -1.3269, 1.4161], [-0.2563, -0.7817, -0.7469], [-1.5510, -0.2440, -0.4414], [-1.6192, 0.9093, 0.2260], [-0.6861, 1.5615, 0.6157], [1.6399, 0.9417, -0.4477], [2.3073, 0.4265, 1.0150], [0.1153, -0.3310, -1.6734], [-0.4428, -1.8430, -0.9155], [-2.6713, 1.1868, 0.3686]], "lowdin_charge": [0.153, -0.536, 0.078, -0.074, -0.006, -0.325, 0.081, 0.097, 0.114, 0.131, 0.137, 0.150]}



Here is how they stack up, most stable first: (ii), (iii), (i).



(i)
{"formula": "C3H6N2O", "method": "ωB97M-V with the def2-TZVPD basis set", "orbital_gap_ev": 9.78, "spin_multiplicity": 1, "elements": ["O", "C", "N", "C", "C", "N", "H", "H", "H", "H", "H", "H"], "xyz": [[0.2510, 2.0582, 0.5827], [0.0447, 0.9558, -0.0983], [-1.2546, 0.3429, -0.3129], [-0.7581, -1.0235, 0.0074], [0.6051, -0.4972, 0.4001], [1.0404, 0.2565, -0.8363], [-1.5547, 0.4541, -1.2779], [-0.7289, -1.7057, -0.8497], [-1.3249, -1.4683, 0.8291], [0.3722, 0.8688, 1.1765], [1.3804, -0.9559, 1.0060], [1.9274, 0.7143, -0.6267]], "lowdin_charge": [-0.036, -0.669, 0.064, -0.154, -0.161, 0.115, 0.118, 0.115, 0.111, 0.239, 0.140, 0.118]}



(ii)
{"formula": "C3H6N2O", "method": "ωB97M-V with the def2-TZVPD basis set", "orbital_gap_ev": 10.06, "spin_multiplicity": 1, "smiles": "C/N=C(\\N)C=O", "elements": ["C", "N", "C", "N", "C", "O", "H", "H", "H", "H", "H", "H"], "xyz": [[-0.4300, 1.7879, 0.0833], [-0.2226, 0.5416, 0.7764], [0.0984, -0.5144, 0.1340], [0.2941, -0.7243, -1.1978], [0.2613, -1.6916, 1.0513], [0.5729, -2.8073, 0.7100], [-1.2191, 1.7198, -0.6813], [-0.7370, 2.5357, 0.8194], [0.4895, 2.1506, -0.4007], [0.5892, -1.6357, -1.5162], [0.2479, 0.0235, -1.8715], [0.0554, -1.3858, 2.0932]], "lowdin_charge": [-0.144, 0.008, -0.428, 0.159, -0.196, 0.059, 0.080, 0.068, 0.081, 0.099, 0.094, 0.119]}



Here is how they stack up, most stable first: (ii), (i).